[1]
DFT (ωB97M-V/def2-TZVPD) results for a structure of composition C27H41N3PZr at a distorted geometry.

Geometry (Å):
C  -2.098  -1.021  -1.026
C  -1.312  -2.136  -0.552
C  -0.107  -2.190  -1.320
C  -0.096  -1.087  -2.228
C  -1.327  -0.357  -2.056
Zr  -0.257  0.015  0.090
C  1.954  2.020  0.182
C  0.638  2.340  0.554
H  0.465  2.807  1.533
C  -0.500  2.233  -0.362
H  -0.355  2.544  -1.406
H  -1.472  2.593  0.009
C  3.113  2.256  1.102
H  2.850  2.160  2.163
H  3.913  1.535  0.899
H  3.532  3.260  0.939
C  2.317  1.894  -1.273
H  1.477  1.617  -1.931
H  2.724  2.850  -1.656
H  3.093  1.130  -1.425
C  -1.730  -3.180  0.424
H  -2.541  -2.827  1.069
H  -2.080  -4.087  -0.090
H  -0.888  -3.473  1.064
C  0.891  -3.283  -1.215
H  1.221  -3.396  -0.176
H  0.475  -4.251  -1.531
H  1.776  -3.083  -1.822
C  0.883  -0.863  -3.325
H  1.910  -1.031  -2.985
H  0.704  -1.549  -4.168
H  0.818  0.161  -3.711
C  -1.840  0.688  -2.988
H  -1.025  1.313  -3.374
H  -2.336  0.224  -3.855
H  -2.567  1.342  -2.495
C  -3.536  -0.769  -0.717
H  -3.802  0.284  -0.867
H  -4.183  -1.371  -1.372
H  -3.779  -1.039  0.318
C  1.935  -0.650  0.454
C  2.119  -0.398  1.787
C  2.991  -1.180  -0.284
C  3.140  -1.049  2.508
H  1.359  0.241  2.282
C  4.090  -1.736  0.388
H  2.981  -1.179  -1.375
C  4.130  -1.724  1.788
H  3.148  -1.027  3.602
H  4.879  -2.212  -0.197
H  4.951  -2.229  2.302
C  -3.936  0.209  4.345
N  -2.672  -0.497  4.646
C  -1.799  0.361  5.472
N  -1.552  1.676  4.838
C  -2.833  2.350  4.535
N  -3.717  1.518  3.685
C  -3.191  1.370  2.318
P  -1.548  0.486  2.337
C  -2.002  -0.948  3.425
C  -0.722  1.557  3.639
H  -4.470  0.398  5.291
H  -4.543  -0.422  3.678
H  -0.834  -0.147  5.614
H  -2.286  0.526  6.446
H  -2.613  3.288  4.003
H  -3.364  2.553  5.480
H  -3.916  0.813  1.705
H  -3.068  2.368  1.866
H  -1.080  -1.492  3.680
H  -2.659  -1.635  2.874
H  -0.540  2.562  3.231
H  0.252  1.119  3.907

Values from the calculation:
Multiplicity   1
Orbital gap   7.1143 eV
Total charge   +1
E_HOMO   -10.56 eV

Here are the Mulliken charges for atoms 1 to 8, given in e: 0.3185 0.5602 0.7155 0.9969 0.6890 -1.3650 1.2862 -0.6037


[2]
DFT (ωB97M-V/def2-TZVPD) results for the molecule C16H21FN2OS.

Geometry (Å):
C  1.536  2.363  3.988
C  1.278  1.372  2.861
C  2.589  0.871  2.253
N  2.410  -0.147  1.242
C  2.152  0.163  -0.052
S  1.969  1.741  -0.541
N  2.117  -0.848  -0.952
C  1.707  -0.629  -2.317
C  0.250  -1.084  -2.504
C  -0.096  -2.159  -1.456
C  -0.556  -1.542  -0.143
O  -0.032  -1.815  0.917
C  -1.694  -0.592  -0.206
C  -1.789  0.361  0.808
C  -2.812  1.287  0.823
C  -3.761  1.237  -0.183
F  -4.770  2.125  -0.180
C  -3.709  0.287  -1.191
C  -2.670  -0.622  -1.202
C  1.116  -3.068  -1.230
C  2.302  -2.255  -0.674
H  2.091  3.221  3.615
H  0.597  2.716  4.406
H  2.115  1.898  4.784
H  0.698  1.857  2.075
H  0.711  0.518  3.242
H  3.116  1.707  1.788
H  3.223  0.443  3.035
H  2.028  -1.017  1.587
H  2.377  -1.204  -2.965
H  1.815  0.430  -2.552
H  -0.416  -0.229  -2.393
H  0.119  -1.488  -3.508
H  -0.930  -2.767  -1.824
H  -1.037  0.368  1.580
H  -2.884  2.036  1.595
H  -4.476  0.272  -1.949
H  -2.641  -1.369  -1.981
H  0.855  -3.860  -0.528
H  1.383  -3.531  -2.181
H  3.235  -2.581  -1.153
H  2.405  -2.426  0.395

Values from the calculation:
Energy relative to the best compared isomer or geometry (same formula, charge and spin)   0.000 eV
Multiplicity   1
Structure (SMILES)   CCCNC(=S)N1CCC(C(=O)c2ccc(F)cc2)CC1
Orbital gap   8.0835 eV
E_HOMO   -7.86 eV

Here are the Mulliken charges for atoms 1 to 8, given in e: -1.5248 0.2814 -1.4142 -0.0751 0.3915 -0.4204 0.0575 -1.2308


[3]
DFT (ωB97M-V/def2-TZVPD) results for a cluster of 9 separate species, C5H26O12 in total at a distorted geometry.

Geometry (Å):
O  -2.284  -1.333  -1.859
C  -1.323  -1.725  -1.254
C  0.091  -1.674  -1.707
C  0.984  -2.457  -0.752
C  1.191  -1.884  0.756
C  0.543  -0.556  1.080
O  -0.596  -0.148  0.531
O  1.460  0.560  0.979
O  0.140  -0.613  2.474
H  -1.536  -2.398  -0.423
H  0.394  -0.597  -1.886
H  0.242  -2.088  -2.795
H  2.004  -2.277  -1.092
H  0.658  -3.522  -0.548
H  2.264  -1.736  1.043
H  0.849  -2.727  1.433
H  -1.430  0.091  1.131
H  1.221  1.467  0.539
H  -0.790  -0.562  2.568
O  -2.879  0.363  2.086
H  -3.245  1.065  1.621
H  -3.513  -0.429  2.070
O  3.969  1.448  -0.417
H  3.252  1.451  0.429
H  3.974  0.484  -0.525
O  -4.070  -1.217  0.488
H  -3.743  -0.656  -0.153
H  -4.379  -1.982  -0.155
O  1.933  0.184  4.242
H  1.418  0.664  3.731
H  2.575  -0.215  3.628
O  -0.348  2.673  -0.276
H  -0.517  3.537  -0.428
H  -0.745  2.235  0.452
O  2.523  0.176  -3.287
H  1.823  -0.006  -2.750
H  2.131  0.759  -3.960
O  2.244  2.801  -2.676
H  1.226  2.936  -2.433
H  2.598  2.797  -1.803
O  -3.226  1.218  -0.586
H  -4.048  1.504  -0.911
H  -2.535  1.093  -1.113

Values from the calculation:
Energy relative to the best compared isomer or geometry (same formula, charge and spin)   0.000 eV
Multiplicity   1
Structure (SMILES)   O=CCCCC(O)(O)O.O.O.O.O.O.O.O.O
Orbital gap   10.0995 eV
E_HOMO   -10.24 eV

Here are the Mulliken charges for atoms 1 to 8, given in e: -0.5641 -0.1072 0.1462 -0.6305 -1.0994 0.9810 -0.0980 -0.5040


[4]
DFT (ωB97M-V/def2-TZVPD) results for a structure of composition AgBrCl3 at a distorted geometry.

Geometry (Å):
Ag  -0.383  -0.120  -0.076
Cl  -0.485  0.690  -2.541
Cl  2.174  0.541  0.373
Cl  0.078  -2.798  0.405
Br  -1.384  1.687  1.839

Values from the calculation:
Energy relative to the best compared isomer or geometry (same formula, charge and spin)   0.000 eV
Multiplicity   2
Orbital gap (alpha / beta)   8.0625 / 4.9692 eV
Total charge   -2
E_HOMO (alpha / beta)   -2.14 / -1.92 eV

Mulliken atomic charges, in units of e: 0.5426 -0.7091 -0.3488 -0.7691 -0.7155


[5]
DFT (ωB97M-V/def2-TZVPD) results for a structure of composition C36H41EuN5Se at a distorted geometry.

Geometry (Å):
Eu  0.419  -0.528  0.538
N  -3.188  -1.900  0.277
N  -0.602  -2.230  -1.289
C  2.556  0.988  -0.673
C  3.007  -0.243  -0.099
C  2.865  -0.137  1.329
C  2.961  -1.243  2.310
H  3.347  -2.160  1.841
H  1.957  -1.458  2.753
H  3.622  -0.978  3.153
C  2.291  1.143  1.611
C  1.734  1.588  2.908
H  2.245  1.126  3.758
H  0.665  1.310  2.988
H  1.796  2.679  3.001
C  2.069  1.812  0.373
C  1.294  3.073  0.214
H  0.323  3.025  0.744
H  1.069  3.273  -0.842
H  1.850  3.933  0.625
C  3.281  -1.501  -0.837
H  4.219  -1.973  -0.502
H  3.354  -1.312  -1.917
H  2.469  -2.245  -0.681
C  2.479  1.352  -2.116
H  1.423  1.492  -2.421
H  2.916  0.582  -2.765
H  2.997  2.309  -2.329
C  -3.998  -1.533  1.268
H  -4.561  -0.593  1.155
C  -4.149  -2.305  2.437
H  -4.862  -2.001  3.205
C  -3.385  -3.472  2.579
H  -3.543  -4.176  3.401
C  -2.357  -3.679  1.679
H  -1.601  -4.445  1.821
C  -2.158  -2.747  0.605
C  -0.833  -2.699  0.023
H  -0.136  -3.472  0.368
C  -0.886  -0.923  -1.651
C  -0.084  -2.933  -2.402
H  0.271  -3.944  -2.329
C  -0.168  -2.110  -3.452
H  0.017  -2.314  -4.496
N  -0.679  -0.891  -2.996
C  -0.867  0.301  -3.724
C  0.099  0.736  -4.650
C  0.013  2.059  -5.102
H  0.772  2.423  -5.804
C  -0.986  2.924  -4.647
C  -1.037  4.362  -5.089
H  -0.848  5.041  -4.242
H  -2.028  4.614  -5.494
H  -0.282  4.556  -5.861
C  -1.947  2.443  -3.746
H  -2.738  3.115  -3.394
C  -1.915  1.130  -3.286
C  -2.968  0.637  -2.353
H  -3.547  -0.198  -2.770
H  -3.670  1.457  -2.159
H  -2.562  0.300  -1.381
C  1.251  -0.107  -5.076
H  0.958  -0.872  -5.807
H  1.754  -0.607  -4.241
H  1.996  0.535  -5.561
C  0.074  -3.073  5.836
N  -0.016  -1.635  6.001
C  -0.371  -0.757  5.004
Se  -0.850  -1.167  3.253
N  -0.400  0.467  5.626
C  -0.128  0.364  6.989
C  -0.294  1.288  8.015
C  -0.186  0.798  9.326
C  0.091  -0.561  9.574
C  0.266  -1.475  8.525
C  0.127  -0.972  7.227
H  -0.774  -3.449  5.246
H  0.077  -3.527  6.832
H  1.005  -3.348  5.323
H  -0.668  1.328  5.158
H  -0.504  2.328  7.758
H  -0.319  1.482  10.170
H  0.163  -0.892  10.609
H  0.483  -2.522  8.684

Values from the calculation:
Multiplicity   8
Orbital gap (alpha / beta)   2.3443 / 4.2509 eV
Total charge   -2
E_HOMO (alpha / beta)   2.04 / 0.07 eV

Here are the Mulliken charges for atoms 1 to 8, given in e: 0.5072 -0.2016 0.4936 0.9625 -0.1637 0.5134 -1.1126 0.2825


[6]
DFT (ωB97M-V/def2-TZVPD) results for the molecule C4H8O2 at a distorted geometry.

Geometry (Å):
O  1.954  0.471  0.149
C  1.138  -0.607  -0.402
C  -0.252  -0.421  0.328
C  -1.635  -0.424  -0.371
C  -0.950  0.756  0.473
O  -0.250  1.686  -0.382
H  2.533  0.075  0.906
H  0.884  -0.074  -1.531
H  1.423  -1.670  -0.360
H  -0.385  -1.142  1.189
H  -1.418  -0.083  -1.461
H  -2.376  -1.127  0.254
H  -1.423  1.108  1.495
H  0.756  1.453  -0.286

Values from the calculation:
Energy relative to the best compared isomer or geometry (same formula, charge and spin)   4.766 eV
Multiplicity   1
Structure (SMILES)   OC[C@@H]1C[C@@H]1O
Orbital gap   9.7028 eV
E_HOMO   -9.17 eV

Here are the Mulliken charges for atoms 1 to 8, given in e: -0.5684 -0.7288 0.0536 -0.6190 -0.0107 -0.5760 0.3395 0.2807


no.,E_tot (eV)
1,-43697.359
2,-35513.951
3,-30173.003
4,-111612.172
5,-130116.752
6,-8368.516